No. 1
Below is a cluster of 8 separate species, C20H57NO16 in total, with properties calculated with wB97M-V/def2-TZVPD.

Results
Structure (SMILES) ... COCCNCCOC.OCCO.OCCO.OCCO.OCCO.OCCO.OCCO.OCCO
E_HOMO ... -8.270 eV
ΔE to the lowest compared entry with this formula, charge and spin ... 127.3 kcal per mole
E ... -2054.43735 Eh
Molar mass ... 567.67 u

```
94
Properties=species:S:1:pos:R:3:forces:R:3:lowdin_charge:R:1
C -9.960 -12.341 -0.073 -0.002 0.462 -1.617 -0.0907
O -10.639 -11.279 -0.753 -0.310 -0.712 1.274 -0.2156
C -9.887 -10.121 -0.997 -1.125 -0.098 -1.126 -0.2422
C -8.989 -10.335 -2.258 1.218 1.709 2.617 -0.1584
N -8.449 -8.988 -2.570 -0.878 0.702 -1.697 -0.0812
C -8.079 -8.651 -3.932 1.040 0.796 0.520 -0.2135
C -7.608 -7.197 -4.170 0.058 0.920 -0.017 -0.2331
O -6.373 -6.781 -3.598 0.397 0.808 1.356 -0.2308
C -5.700 -5.583 -4.182 -0.746 -2.002 -0.436 -0.0589
H -9.321 -11.948 0.718 -0.238 -0.243 0.350 0.0881
H -9.339 -12.816 -0.833 0.473 -0.308 0.197 0.0740
H -10.704 -13.090 0.198 0.067 0.316 0.514 0.0870
H -9.483 -9.634 -0.110 1.142 -0.727 0.285 0.1169
H -10.677 -9.388 -1.159 0.070 0.182 -1.038 0.1160
H -9.554 -10.929 -2.976 -0.237 1.104 -0.638 0.1251
H -8.159 -11.001 -2.020 0.195 -0.274 0.297 0.1000
H -7.858 -8.425 -1.973 -0.145 -1.103 0.883 0.1153
H -8.972 -8.736 -4.551 0.331 -0.436 -0.474 0.1198
H -7.189 -9.203 -4.235 -0.247 -0.814 -0.682 0.1123
H -8.363 -6.509 -3.789 -0.435 0.149 -0.413 0.1188
H -7.377 -7.074 -5.228 -1.078 -0.164 -0.468 0.1123
H -4.935 -6.171 -4.689 0.804 1.283 -0.084 0.0882
H -5.409 -4.787 -3.496 0.376 -0.873 0.729 0.0772
H -6.248 -4.983 -4.909 -0.730 -0.676 -0.332 0.0735
C 10.146 5.767 3.486 0.949 0.872 -0.594 -0.2057
C 9.283 4.716 2.846 -1.307 0.770 1.089 -0.2725
O 9.321 3.600 3.690 0.830 -1.060 -0.380 -0.0482
O 11.558 5.309 3.674 -2.022 0.527 -0.372 -0.0846
H 9.763 6.124 4.442 -0.119 -0.390 0.135 0.1199
H 10.174 6.634 2.825 0.020 0.154 -0.111 0.1127
H 9.430 4.647 1.768 0.787 -0.874 -0.033 0.1176
H 8.223 4.955 2.928 -0.064 0.979 -0.191 0.1208
H 10.216 3.640 4.035 0.259 -0.742 0.304 0.0690
H 11.974 6.172 3.738 0.661 -0.240 0.155 0.0710
C 3.802 -0.411 8.712 1.371 0.730 -2.101 -0.2245
C 4.319 -0.739 7.272 -2.699 0.506 1.331 -0.2901
O 5.681 -0.657 7.214 1.745 -0.433 0.130 -0.0376
O 4.000 1.001 8.914 -0.070 -1.061 0.961 -0.0757
H 4.532 -0.954 9.314 -0.347 -0.250 0.488 0.1136
H 2.768 -0.694 8.909 0.027 -0.187 -0.163 0.1123
H 3.888 -0.029 6.565 -0.462 -0.214 -0.054 0.1224
H 3.897 -1.738 7.164 0.466 -0.418 -0.918 0.1083
H 5.977 -0.030 6.551 -0.191 -0.033 0.107 0.0990
H 4.369 0.906 9.795 0.159 1.365 0.218 0.0724
C 6.533 1.672 -9.560 0.191 1.130 0.656 -0.2328
C 7.531 1.105 -10.554 -0.440 0.228 1.283 -0.2460
O 8.641 2.009 -10.626 -0.281 -0.714 -0.063 -0.0603
O 6.968 1.777 -8.175 0.168 -1.268 -0.876 -0.0823
H 5.624 1.075 -9.630 -0.110 0.292 0.315 0.1193
H 6.399 2.741 -9.728 -0.780 -0.123 -1.209 0.1169
H 7.013 0.941 -11.499 0.192 0.299 -0.293 0.1146
H 7.776 0.121 -10.155 0.588 -0.130 -0.119 0.1199
H 9.432 1.473 -10.715 0.154 0.136 -0.086 0.0850
H 7.818 2.208 -8.286 0.318 0.150 0.396 0.0658
C -2.387 0.063 2.068 -0.811 -0.816 1.702 -0.2671
C -1.833 1.036 3.078 -0.539 0.007 -0.366 -0.2647
O -1.026 2.011 2.471 -0.196 0.919 0.271 -0.0497
O -1.340 -0.805 1.747 0.637 -0.677 -1.574 -0.0642
H -2.950 0.447 1.217 0.933 0.487 -0.394 0.1279
H -3.180 -0.513 2.545 -0.196 -0.172 0.449 0.1111
H -1.241 0.490 3.813 0.081 -0.374 0.054 0.1143
H -2.667 1.440 3.652 0.100 0.851 -0.190 0.1173
H -0.560 1.637 1.720 0.047 -0.299 0.024 0.0832
H -1.237 -1.451 2.450 -0.030 0.088 0.000 0.0914
C 3.452 1.108 -1.223 -0.076 -1.126 -1.049 -0.2810
C 2.518 1.844 -2.193 1.139 0.406 -0.579 -0.2610
O 1.195 1.418 -2.161 -0.692 -0.449 0.624 -0.0547
O 3.363 1.345 0.128 -0.288 0.950 1.583 -0.0423
H 4.485 1.061 -1.567 0.227 0.712 -0.241 0.1188
H 3.202 0.047 -1.227 -0.398 -0.305 -0.683 0.1203
H 2.898 1.674 -3.201 0.358 -0.279 -0.198 0.1101
H 2.512 2.932 -2.129 0.217 0.153 0.605 0.1171
H 1.226 0.596 -1.665 -0.531 -0.197 0.011 0.0789
H 3.704 2.211 0.363 0.015 0.138 -0.055 0.0943
C 0.522 6.972 7.243 0.874 2.311 2.511 -0.3271
C 1.157 7.708 6.102 -0.985 -0.026 1.237 -0.2726
O 1.787 6.734 5.350 0.871 0.089 -1.423 -0.0378
O -0.668 6.424 6.901 -2.185 -1.532 -1.438 -0.0373
H 0.300 7.734 7.990 0.236 0.322 0.582 0.1133
H 1.185 6.252 7.723 0.428 -0.070 -0.287 0.1293
H 1.772 8.515 6.500 0.843 -0.518 -0.221 0.1226
H 0.359 8.257 5.601 -0.230 -0.139 -0.547 0.1216
H 1.083 6.100 5.196 0.123 -0.403 -0.354 0.0880
H -1.061 5.979 7.656 0.027 -0.039 -0.067 0.1000
C -3.672 5.916 -2.261 -0.542 0.952 0.326 -0.2438
C -2.958 7.015 -3.128 -1.871 0.012 -1.465 -0.1601
O -3.772 7.802 -4.116 0.087 -0.947 1.408 -0.1139
O -3.871 4.615 -2.819 0.511 1.056 -0.362 -0.0677
H -4.652 6.260 -1.932 -0.190 0.181 -0.391 0.1157
H -3.158 5.813 -1.306 0.604 0.064 -0.035 0.1086
H -2.270 6.531 -3.822 0.875 -0.009 0.749 0.1067
H -2.600 7.841 -2.512 0.587 -0.596 0.111 0.1138
H -4.418 7.203 -4.499 -0.099 -0.126 -0.131 0.0634
H -2.980 4.367 -3.078 0.045 -0.602 -0.202 0.0773
```
Positions in Å, forces in eV/Å.

---

No. 2
Below is a structure of composition C20H58AgBN3O9Rb, with properties calculated with wB97M-V/def2-TZVPD.

Results
E_HOMO (spin up / spin down) ... -10.964 / -10.939 eV
Total charge ... +1
2S+1 ... 2
Expectation value of S² ... 0.76
E ... -1833.60246 Eh
Molar mass ... 688.84 u

```
93
Properties=species:S:1:pos:R:3:forces:R:3:mulliken_spin:R:1
Rb -1.324 2.640 2.607 0.133 0.075 -0.206 -0.0004
Ag 1.716 0.832 0.970 0.077 -0.545 0.278 0.0652
C -0.141 -0.831 5.132 0.260 0.501 -1.849 0.1215
C 1.085 0.028 4.503 -1.356 -0.639 -0.431 -0.0525
O 1.015 0.166 3.068 -0.272 -0.691 2.802 0.8318
H -0.201 -1.862 4.783 0.370 0.058 -0.050 -0.0003
H -1.006 -0.321 4.708 -0.375 -0.154 0.448 -0.0073
H -0.147 -0.820 6.222 0.263 0.332 -0.180 -0.0058
H 1.994 -0.444 4.877 0.275 0.340 -0.405 0.0132
H 0.829 0.990 4.945 0.732 0.305 0.067 0.0240
B -0.296 1.205 -0.259 0.116 0.253 0.124 -0.0099
H 0.659 0.938 -0.684 3.209 -1.090 -2.484 0.0008
H -0.385 0.740 0.711 -0.906 -2.001 3.885 0.0038
H -0.286 2.272 -0.101 -0.054 4.025 0.819 0.0021
H -1.116 0.908 -0.894 -2.810 -1.281 -2.317 -0.0023
C 1.938 -4.584 2.091 0.065 -0.377 -1.321 -0.0002
O 2.668 -4.226 0.910 0.818 0.572 0.604 0.0005
C 2.377 -4.906 -0.290 -2.669 0.950 -0.059 0.0001
C 1.110 -4.245 -0.941 0.836 -1.485 0.367 0.0001
N 1.522 -3.107 -1.698 -0.029 0.425 -0.841 0.0001
C 0.432 -2.261 -2.159 0.707 0.882 0.422 0.0003
C -0.381 -2.828 -3.326 -0.419 -0.326 -1.218 -0.0001
O 0.422 -3.708 -4.170 -0.885 0.338 0.093 0.0000
C -0.223 -4.253 -5.359 0.765 -0.042 0.499 0.0000
H 2.345 -4.044 2.945 0.447 -0.382 -0.125 0.0001
H 2.009 -5.672 2.117 -0.106 -0.063 0.882 0.0000
H 0.886 -4.299 2.058 -0.248 0.004 -0.351 0.0002
H 2.074 -5.945 -0.160 0.607 -0.334 0.426 0.0000
H 3.182 -4.797 -1.016 0.286 -0.129 0.400 0.0000
H 0.365 -3.976 -0.192 0.062 -0.020 0.143 -0.0001
H 0.698 -5.021 -1.585 -0.522 -0.111 -0.135 0.0000
H 1.857 -3.514 -2.560 0.780 0.123 -0.240 0.0000
H 0.873 -1.286 -2.366 0.158 0.031 -0.834 -0.0008
H -0.100 -1.964 -1.255 -0.992 -0.467 -0.172 -0.0002
H -0.741 -2.067 -4.019 -0.012 0.553 0.344 0.0000
H -1.288 -3.317 -2.970 0.049 -0.531 0.088 0.0000
H -1.013 -4.969 -5.133 0.225 -0.254 0.379 0.0000
H 0.610 -4.704 -5.899 -0.197 -0.406 0.182 0.0000
H -0.674 -3.598 -6.105 0.078 1.041 0.529 0.0000
C -2.307 3.160 -2.438 0.275 0.187 0.411 0.0000
C -3.399 4.135 -2.009 0.217 -1.541 -2.641 -0.0001
O -3.558 4.106 -0.678 -0.135 0.120 3.127 0.0001
O -1.075 3.522 -1.896 1.215 1.555 0.073 0.0000
H -2.193 3.061 -3.518 -0.468 -0.160 -0.125 0.0001
H -2.465 2.222 -1.906 -1.099 -0.459 -0.820 -0.0001
H -4.253 3.590 -2.411 -0.647 0.986 -0.520 0.0000
H -3.239 5.166 -2.326 -0.168 -0.082 -0.766 0.0000
H -2.689 4.294 -0.315 0.153 0.216 0.561 0.0002
H -0.689 2.710 -1.558 0.383 0.008 0.212 -0.0004
C 0.817 6.452 0.289 0.165 0.436 0.303 -0.0001
C -0.004 5.778 1.391 -1.517 1.072 -1.010 -0.0001
O -1.030 4.977 0.764 0.612 -0.168 0.430 0.0001
O 1.814 5.641 -0.260 0.329 -0.944 -0.192 0.0000
H 1.261 7.403 0.585 -0.025 0.064 0.576 0.0000
H 0.158 6.715 -0.539 -0.340 -0.071 0.101 0.0000
H -0.565 6.584 1.864 0.245 -0.040 0.553 0.0000
H 0.502 5.154 2.128 0.618 0.269 0.010 0.0001
H -0.635 4.786 -0.090 -0.340 -0.753 -0.755 -0.0002
H 2.148 5.091 0.452 0.366 -0.046 -0.067 0.0002
C 4.949 -1.979 -0.034 0.451 1.650 1.340 0.0014
C 4.104 -0.691 0.054 -2.435 -2.983 -2.040 -0.0046
C 4.013 0.064 -1.270 -0.665 0.589 1.859 0.0013
O 3.099 1.107 -0.901 0.885 1.057 0.414 0.0038
C 2.877 2.138 -1.831 -0.377 -0.420 -1.158 0.0008
N 2.711 -1.202 0.382 0.373 1.154 1.579 0.0178
H 5.872 -1.766 -0.573 0.088 -0.567 -0.047 -0.0002
H 4.380 -2.864 -0.316 0.183 0.388 -0.474 0.0002
H 5.157 -2.076 1.032 0.686 -0.798 -0.022 -0.0003
H 4.372 0.021 0.834 0.400 -0.173 -0.082 0.0002
H 3.547 -0.438 -2.118 0.510 -0.534 -0.003 0.0001
H 5.051 0.373 -1.400 -0.107 0.644 -0.866 -0.0004
H 2.337 1.668 -2.654 0.331 0.151 -0.692 0.0001
H 3.816 2.595 -2.143 -0.055 0.056 -0.136 0.0000
H 2.161 2.898 -1.518 0.282 -0.076 0.807 0.0000
H 2.795 -1.895 1.112 0.196 0.038 0.478 -0.0009
H 2.252 -1.775 -0.312 0.371 0.072 -1.183 -0.0063
C -4.767 -0.153 -0.049 -0.607 0.531 0.244 -0.0001
C -3.964 0.457 1.111 -2.249 -1.283 -0.703 0.0012
C -2.957 -0.526 1.591 1.190 0.042 -0.141 0.0107
O -3.413 -1.769 2.023 -0.525 0.369 0.444 0.0011
C -3.925 -1.684 3.350 0.448 -0.670 -0.430 -0.0025
N -3.330 1.677 0.804 1.028 1.013 0.296 0.0002
H -5.386 -0.986 0.283 0.242 -0.196 0.000 0.0000
H -4.156 -0.455 -0.901 0.143 0.009 0.055 0.0001
H -5.472 0.616 -0.364 -0.028 0.016 -0.349 0.0000
H -4.707 0.671 1.880 -0.002 -0.117 0.391 0.0000
H -2.415 0.019 2.364 0.438 -0.285 0.728 -0.0027
H -2.217 -0.706 0.812 -0.071 -0.047 -0.217 -0.0057
H -4.106 -2.721 3.634 -0.139 0.212 0.285 -0.0001
H -4.828 -1.084 3.462 -0.137 -0.015 -0.228 0.0001
H -3.136 -1.245 3.960 -0.009 -0.040 0.439 0.0020
H -3.944 2.463 0.643 -0.159 -0.195 -0.410 0.0002
H -2.710 1.553 0.017 0.015 0.278 -0.199 -0.0012
```
Positions in Å, forces in eV/Å.